[1]
{"formula": "C28H76N12O12", "method": "the ωB97M-V functional and the def2-TZVPD basis", "elements": ["O", "O", "O", "O", "O", "O", "O", "O", "O", "O", "O", "O", "N", "N", "N", "N", "N", "N", "N", "N", "N", "N", "N", "N", "C", "C", "C", "C", "C", "C", "C", "C", "C", "C", "C", "C", "C", "C", "C", "C", "C", "C", "C", "C", "C", "C", "C", "C", "C", "C", "C", "C", "H", "H", "H", "H", "H", "H", "H", "H", "H", "H", "H", "H", "H", "H", "H", "H", "H", "H", "H", "H", "H", "H", "H", "H", "H", "H", "H", "H", "H", "H", "H", "H", "H", "H", "H", "H", "H", "H", "H", "H", "H", "H", "H", "H", "H", "H", "H", "H", "H", "H", "H", "H", "H", "H", "H", "H", "H", "H", "H", "H", "H", "H", "H", "H", "H", "H", "H", "H", "H", "H", "H", "H", "H", "H", "H", "H"], "coordinates": [[6.058, -3.763, 4.966], [-3.927, -3.349, -4.872], [-2.592, -0.975, -7.966], [3.489, 2.475, 5.004], [-0.099, -2.583, 8.179], [-2.292, -2.589, 3.085], [7.331, -2.130, -1.798], [2.942, 0.131, -2.152], [6.687, 3.618, 0.053], [-6.482, 4.722, -0.806], [2.184, -7.201, 0.742], [-2.517, 6.964, -2.686], [6.521, 1.710, -0.935], [4.400, -2.156, -3.410], [-4.928, 7.430, -1.269], [-0.606, -2.950, 5.527], [1.799, -6.345, 2.733], [-5.147, -1.530, -6.555], [0.515, -5.714, 1.068], [1.890, 3.998, 5.364], [8.224, 1.990, 0.515], [5.473, -2.276, 6.494], [5.052, -1.941, 4.357], [2.967, 3.997, 3.395], [-3.499, 0.066, -7.416], [1.994, 1.101, -1.880], [5.475, -3.230, -3.344], [-5.897, -1.912, -5.367], [-1.545, -1.448, -7.021], [-7.044, 3.492, -1.127], [-5.016, -2.593, -4.281], [-6.368, 7.269, -1.052], [5.601, -2.723, 5.242], [-1.854, 7.161, -1.453], [-1.367, -2.135, 7.671], [-4.212, -0.470, -6.224], [-0.506, -1.852, 4.595], [6.952, -2.625, -3.060], [-1.800, -1.545, 3.930], [2.418, -1.216, -2.163], [-6.978, 5.946, -1.570], [1.595, -6.392, 1.451], [7.189, 2.510, -0.136], [2.777, 3.397, 4.585], [-4.790, 7.804, -2.675], [-1.745, -3.037, 6.429], [-2.911, -3.623, -3.963], [7.280, -3.140, -0.740], [-3.617, -2.350, 2.751], [-3.288, 7.988, -3.027], [0.572, -1.877, 9.222], [3.621, -2.254, -2.185], [-5.382, 8.672, -2.966], [-2.823, 0.889, -7.183], [-0.915, -0.605, -6.734], [-6.620, 3.315, -2.116], [-1.863, -2.026, -6.153], [8.617, 2.433, 1.333], [4.208, -2.204, -1.268], [-0.064, -1.920, 10.106], [-8.111, 3.715, -1.103], [5.127, -2.204, 3.385], [-8.031, 5.945, -1.289], [5.744, 2.069, -1.471], [1.555, 0.829, -0.920], [5.304, -3.898, -2.500], [-1.676, -0.742, 3.204], [1.804, -1.232, -3.064], [1.544, -2.317, 9.448], [-3.056, 8.069, -4.089], [4.816, -1.259, -3.205], [2.574, -6.906, 3.058], [-3.057, -4.618, -3.542], [-1.827, 6.406, -0.667], [7.062, -1.852, -3.821], [6.251, -3.375, -0.467], [-6.774, 2.654, -0.484], [-5.504, -3.213, -3.528], [-2.233, 8.010, -0.886], [5.597, -3.820, -4.252], [-6.326, 7.182, 0.033], [-4.583, -1.778, -3.700], [-2.874, 8.930, -2.668], [1.204, -5.716, 3.254], [-6.970, 8.138, -1.317], [8.223, 0.992, 0.358], [-3.494, -0.848, -5.496], [-4.590, -2.316, -6.857], [-0.268, -0.970, 5.190], [-2.156, -2.282, 8.409], [6.037, -2.713, 7.209], [0.300, -1.818, 3.862], [7.835, -4.027, -1.045], [5.002, -1.427, 6.769], [-4.082, -3.019, 2.027], [-1.430, -1.098, 7.342], [1.899, -1.308, -1.209], [3.656, 3.711, 2.714], [7.629, -3.436, -3.330], [-2.016, -4.080, 6.590], [-5.142, 6.964, -3.274], [-2.572, -1.012, 4.486], [0.185, -4.951, 1.641], [0.740, -0.833, 8.959], [-6.981, 5.830, -2.654], [1.702, 4.971, 5.166], [-1.936, -3.751, -4.431], [2.324, 2.123, -1.692], [-4.485, 6.533, -1.134], [7.863, -2.841, 0.131], [7.033, 0.865, -1.141], [-0.752, -1.950, -7.575], [1.892, 3.626, 6.303], [-2.869, -2.973, -3.088], [-6.818, -2.435, -5.623], [-0.826, 7.430, -1.696], [-2.631, -2.580, 5.988], [3.181, -3.250, -2.237], [4.528, -1.190, 4.783], [-3.766, -1.341, 2.367], [0.171, -3.000, 6.171], [2.324, 4.683, 3.026], [-4.124, 0.221, -8.295], [-4.760, 0.370, -5.798], [-4.332, -2.329, 3.573], [-0.056, -6.136, 0.350], [1.211, 1.235, -2.626], [-6.348, -1.053, -4.870]], "forces_ev_per_a": [[2.8, -4.5, -0.9], [-1.0, 1.2, -0.3], [0.8, -0.7, 1.6], [-0.8, 0.1, -0.7], [0.1, 0.0, -0.7], [-0.1, -0.9, 0.9], [-0.6, -0.4, 1.2], [1.6, -0.2, -0.6], [1.0, 0.9, 0.6], [1.7, 3.3, 0.6], [0.2, 0.3, -0.6], [1.6, -3.3, 2.5], [0.2, -2.8, -1.5], [1.1, -0.7, 1.0], [-0.9, 1.5, -1.5], [0.4, -1.9, -0.7], [1.0, 0.8, 2.9], [-0.5, 0.5, 0.3], [-1.6, 1.7, -1.3], [-1.7, 0.7, 1.0], [1.2, -1.2, -0.1], [0.2, 0.7, 3.1], [-1.4, 2.4, -1.7], [-0.1, 0.7, -1.9], [2.2, -2.0, -1.1], [-1.2, 0.2, 1.1], [1.5, 2.0, 1.3], [-0.3, -0.7, 0.4], [0.0, 1.4, -1.5], [-0.3, 1.1, -1.5], [0.8, 0.0, -0.3], [1.1, -2.1, 2.0], [-1.1, 0.9, 1.0], [1.1, 1.1, 0.7], [-0.7, -1.7, 0.2], [-0.4, 0.4, 0.0], [-0.5, 1.1, 1.5], [-1.3, -1.1, -1.2], [-0.5, 1.2, -2.4], [1.9, 0.7, 0.2], [-0.9, -1.5, 1.5], [0.0, -2.9, -1.8], [-2.7, 3.7, 1.2], [3.1, -1.3, 0.1], [2.0, -0.8, -0.6], [0.7, 1.8, 0.1], [0.3, -1.5, 0.8], [0.5, 0.4, -0.9], [-1.4, 0.9, -0.2], [-1.7, 2.7, -2.0], [-1.2, 0.3, -0.2], [-2.6, 0.0, -0.7], [0.1, 0.2, 0.4], [-0.4, 0.5, 0.1], [-0.5, 0.6, 0.7], [-0.8, -0.9, -0.5], [-0.3, 0.0, -0.3], [-0.3, -0.2, -0.3], [0.1, 0.3, 0.2], [0.1, 0.1, 0.3], [-0.5, -1.1, -0.4], [-0.5, 0.4, 0.3], [-0.3, 0.3, -0.1], [0.4, -0.2, 0.1], [-0.7, 0.0, 0.2], [-0.5, -0.2, -0.2], [0.9, 0.5, -0.2], [-0.3, -0.8, 0.2], [-0.2, -0.4, -0.3], [-1.1, 0.3, -0.6], [0.8, 0.3, -1.0], [-0.2, 0.5, 0.5], [-0.3, -0.3, 0.3], [-0.4, -1.0, -0.8], [0.3, 0.4, 0.3], [0.1, -0.1, 0.0], [0.2, 0.5, 0.4], [-0.6, -0.2, -0.3], [-0.4, 0.2, -0.3], [-0.4, 0.2, -0.1], [-1.2, 0.0, 0.3], [0.3, 0.1, 0.1], [-0.3, 0.3, 0.6], [0.7, -0.5, 0.7], [0.2, -0.1, -0.3], [0.9, 0.1, 0.9], [0.3, 0.4, 0.2], [-0.1, -0.3, -0.2], [-0.1, 0.8, -0.1], [0.0, 0.1, 0.5], [-0.3, 0.0, -0.3], [0.1, -1.2, 0.0], [-0.4, -0.3, -0.4], [0.3, -0.1, -0.3], [0.8, -0.4, -0.1], [0.6, 0.2, 0.1], [-0.6, -0.5, -0.2], [0.0, -0.4, 0.6], [0.2, -0.2, -0.1], [0.3, 0.1, 0.6], [-0.1, 0.0, -0.5], [-0.3, -1.0, 1.0], [-0.4, -0.3, -0.3], [0.0, 0.2, -0.1], [0.6, -0.4, -0.1], [-0.2, -0.2, 0.5], [0.0, 0.7, -0.4], [1.1, -0.2, -0.3], [0.0, -0.2, 0.1], [-0.4, 0.8, -0.1], [-1.0, -0.3, -0.9], [-0.7, -0.8, -0.5], [-0.2, 0.5, -0.1], [0.1, 0.5, -0.3], [0.4, -0.8, -0.3], [0.3, -0.2, 0.1], [0.0, 0.0, 0.0], [-0.4, 0.0, 0.5], [-0.1, 0.3, -1.4], [0.3, 0.4, -0.5], [0.5, 0.1, -0.5], [0.0, -0.2, 0.3], [-0.3, 0.5, 0.4], [-0.1, 0.0, 0.3], [0.2, -0.4, 0.8], [0.2, 0.5, 0.1], [-0.2, -0.5, -0.3], [0.4, 0.5, -0.1]], "lowdin_charge": [0.076, -0.201, -0.216, -0.008, -0.219, -0.161, -0.205, -0.220, -0.009, -0.234, 0.012, -0.157, 0.161, -0.049, -0.055, -0.072, 0.164, -0.039, 0.146, 0.145, 0.167, 0.150, 0.166, 0.154, -0.169, -0.152, -0.148, -0.196, -0.077, -0.136, -0.182, -0.205, -0.829, -0.113, -0.181, -0.249, -0.205, -0.223, -0.254, -0.153, -0.137, -0.769, -0.755, -0.724, -0.188, -0.171, -0.143, -0.071, -0.153, -0.297, -0.088, -0.220, 0.120, 0.116, 0.077, 0.084, 0.056, 0.120, 0.108, 0.083, 0.082, 0.121, 0.106, 0.121, 0.080, 0.089, 0.121, 0.121, 0.087, 0.124, 0.083, 0.126, 0.082, 0.085, 0.115, 0.075, 0.086, 0.119, 0.081, 0.105, 0.113, 0.100, 0.118, 0.108, 0.121, 0.099, 0.099, 0.104, 0.111, 0.113, 0.110, 0.121, 0.086, 0.099, 0.089, 0.114, 0.110, 0.114, 0.106, 0.115, 0.104, 0.116, 0.097, 0.082, 0.109, 0.106, 0.083, 0.084, 0.102, 0.083, 0.094, 0.081, 0.114, 0.088, 0.107, 0.088, 0.100, 0.114, 0.107, 0.081, 0.090, 0.100, 0.126, 0.126, 0.083, 0.113, 0.085, 0.108], "lumo_ev": 0.0, "homo_ev": -8.61, "smiles": "COCCNCCOC.COCCNCCOC.COCCNCCOC.COCCNCCOC.NC(N)=O.NC(N)=O.NC(N)=O.NC(N)=O", "total_charge": 0, "homo_lumo_gap_ha": 0.314}

***

[2]
{"formula": "C28H77AsF6N7O7Sr", "method": "the ωB97M-V functional and the def2-TZVPD basis", "elements": ["Sr", "As", "F", "F", "F", "F", "F", "F", "O", "O", "O", "O", "O", "O", "O", "N", "N", "N", "N", "N", "N", "N", "C", "C", "C", "C", "C", "C", "C", "C", "C", "C", "C", "C", "C", "C", "C", "C", "C", "C", "C", "C", "C", "C", "C", "C", "C", "C", "C", "C", "H", "H", "H", "H", "H", "H", "H", "H", "H", "H", "H", "H", "H", "H", "H", "H", "H", "H", "H", "H", "H", "H", "H", "H", "H", "H", "H", "H", "H", "H", "H", "H", "H", "H", "H", "H", "H", "H", "H", "H", "H", "H", "H", "H", "H", "H", "H", "H", "H", "H", "H", "H", "H", "H", "H", "H", "H", "H", "H", "H", "H", "H", "H", "H", "H", "H", "H", "H", "H", "H", "H", "H", "H", "H", "H", "H", "H"], "coordinates": [[9.011, 13.161, -20.858], [8.954, 9.378, -21.900], [8.263, 10.817, -21.084], [9.565, 8.007, -22.734], [8.550, 10.129, -23.427], [7.427, 8.626, -21.706], [10.501, 10.212, -21.985], [9.482, 8.754, -20.354], [12.994, 7.108, -19.613], [4.754, 4.407, -24.438], [5.631, 7.948, -26.291], [12.825, 10.417, -27.362], [11.846, 14.039, -20.615], [9.016, 13.540, -18.331], [4.126, 10.308, -18.766], [10.408, 13.305, -23.168], [6.221, 5.323, -21.202], [10.591, 11.552, -19.411], [6.618, 7.470, -18.873], [9.837, 11.361, -25.530], [12.859, 6.156, -16.746], [2.819, 6.605, -26.148], [12.307, 6.983, -20.862], [11.876, 13.250, -22.966], [5.157, 9.484, -19.258], [11.579, 11.053, -27.206], [5.164, 4.941, -22.158], [12.652, 13.523, -24.256], [3.410, 7.612, -27.089], [10.436, 9.055, -26.166], [9.761, 11.330, -18.216], [12.462, 14.174, -21.906], [13.305, 5.810, -19.107], [5.628, 8.394, -18.349], [4.356, 8.561, -26.363], [10.935, 10.475, -25.940], [12.365, 14.966, -19.681], [13.119, 10.129, -28.734], [2.802, 9.780, -18.830], [5.964, 8.727, -16.901], [10.248, 10.157, -17.355], [9.569, 12.590, -17.381], [5.192, 4.097, -25.748], [8.796, 14.835, -17.806], [5.780, 4.834, -23.560], [14.595, 4.580, -17.379], [6.500, 8.604, -25.400], [13.908, 5.911, -17.724], [2.196, 8.297, -27.673], [4.147, 6.071, -22.049], [12.562, 7.835, -21.498], [11.264, 10.389, -17.004], [15.355, 4.738, -16.610], [14.561, 6.792, -17.687], [6.001, 10.182, -19.433], [5.990, 3.346, -25.719], [3.982, 7.015, -27.800], [13.068, 5.973, -15.775], [10.884, 10.930, -28.040], [12.407, 16.002, -20.037], [10.536, 13.043, -17.142], [6.199, 5.806, -23.837], [12.398, 5.196, -19.151], [12.582, 7.130, -16.801], [10.283, 9.204, -17.876], [13.583, 12.960, -24.247], [10.712, 10.664, -19.890], [2.234, 10.562, -19.337], [13.538, 13.981, -21.871], [10.126, 8.550, -25.248], [4.746, 4.012, -21.770], [10.337, 12.896, -24.112], [12.804, 6.224, -21.479], [6.891, 9.322, -16.888], [3.589, 6.123, -25.677], [10.168, 14.285, -23.365], [14.172, 9.853, -28.784], [2.483, 8.930, -28.521], [6.627, 4.138, -23.574], [11.479, 11.935, -19.104], [9.757, 10.079, -16.383], [9.627, 8.919, -26.883], [2.421, 9.641, -17.817], [5.211, 9.294, -16.359], [4.951, 8.999, -20.219], [7.503, 8.193, -25.452], [7.867, 14.917, -17.236], [11.304, 8.466, -26.488], [6.064, 8.468, -24.401], [7.500, 7.924, -19.082], [1.685, 8.934, -26.945], [13.848, 3.862, -17.044], [11.683, 15.033, -18.832], [6.366, 7.005, -19.737], [15.177, 4.153, -18.196], [12.112, 12.203, -22.754], [4.479, 9.470, -26.971], [8.761, 10.982, -18.505], [4.014, 6.421, -21.024], [5.535, 4.975, -26.297], [4.744, 7.728, -18.358], [8.761, 15.666, -18.516], [4.341, 3.616, -26.229], [11.256, 6.821, -20.643], [6.600, 6.232, -21.427], [9.123, 11.484, -26.238], [4.535, 6.965, -22.554], [13.131, 11.100, -29.244], [3.158, 5.831, -22.439], [4.031, 8.827, -25.350], [8.902, 12.433, -16.538], [1.442, 7.606, -28.040], [6.269, 7.826, -16.372], [2.722, 8.842, -19.382], [11.647, 10.546, -25.115], [11.634, 12.126, -26.995], [6.937, 4.604, -21.204], [14.030, 5.329, -19.778], [2.348, 7.115, -25.404], [9.574, 15.127, -17.093], [12.422, 9.393, -29.127], [13.374, 14.723, -19.345], [6.546, 9.693, -25.529], [12.867, 14.588, -24.396], [12.411, 15.236, -22.178], [9.360, 11.187, -24.661], [12.034, 13.283, -25.121]], "forces_ev_per_a": [[1.1, -1.1, 0.2], [0.8, -1.4, -0.5], [0.0, 0.7, 0.2], [0.0, 0.3, 0.2], [-0.5, -0.2, 0.8], [-0.1, 0.3, -0.2], [-0.4, 0.2, 0.0], [-0.3, 0.5, -0.2], [0.1, -0.1, -0.2], [0.3, 0.3, -0.1], [0.4, -0.2, -0.3], [-0.2, -0.1, -0.5], [-0.3, 0.0, -0.5], [-0.6, 0.7, -0.5], [0.1, -0.5, -0.1], [0.2, 1.1, 0.1], [-0.2, -0.8, 0.1], [-1.0, 0.7, 0.4], [1.0, 0.6, -0.3], [0.0, 1.7, -0.4], [-1.1, 0.4, 0.1], [1.0, 0.0, 0.1], [1.4, 0.2, 0.1], [0.8, -0.2, 0.0], [1.5, 1.2, -0.4], [-0.4, -0.1, 1.4], [0.8, 1.2, 0.8], [-0.3, 0.7, -0.2], [-1.3, -1.0, 1.7], [1.2, -1.0, 0.5], [-0.7, -1.6, 1.0], [-0.1, 0.1, 0.1], [0.1, 0.3, -0.6], [-1.7, -2.4, 0.7], [0.6, 0.2, -1.0], [-1.7, 0.0, 0.1], [-0.1, 0.7, 0.5], [0.7, 1.4, 0.8], [0.2, 0.6, 0.0], [1.0, 0.5, -0.4], [1.4, 0.8, 1.0], [0.6, 0.2, -1.9], [-0.1, -0.6, 0.3], [-0.2, 0.8, 1.5], [-0.9, -0.5, 0.2], [0.7, 0.6, 0.1], [-0.8, 0.1, 0.7], [-0.2, -0.5, 0.4], [0.2, 0.9, -1.0], [-0.4, 0.4, -0.3], [-0.7, 0.6, 0.5], [0.2, -0.2, -0.4], [-0.3, -0.1, 0.3], [0.6, -0.5, -0.5], [-0.2, -0.1, -0.1], [0.1, 0.1, 0.0], [0.0, 0.4, -0.3], [0.5, -0.2, -0.1], [0.2, -0.2, -0.3], [0.0, -0.1, -0.5], [0.0, -0.3, 0.7], [-0.1, 0.3, -0.1], [0.0, -0.1, 0.5], [-0.2, -0.1, 0.0], [-0.2, 0.0, -0.1], [0.0, 0.0, -0.3], [0.3, 0.1, 0.1], [-0.4, -0.3, 0.1], [0.0, -0.3, 0.3], [-0.1, 0.3, 0.1], [0.0, -0.2, -0.5], [-0.8, -0.5, 0.2], [-0.6, -0.7, 0.3], [-0.1, 0.2, -0.1], [-0.3, -0.1, 0.0], [0.2, 0.0, -0.1], [-0.2, -0.7, 0.1], [-0.1, 0.1, 0.1], [-0.1, -0.3, 0.1], [0.2, -0.2, -0.3], [-0.7, -0.2, -0.4], [0.1, 0.5, -0.2], [-0.1, -0.1, -0.1], [-0.2, -0.1, -0.1], [-0.4, 0.3, -0.1], [-0.1, -0.2, -0.1], [-0.1, -0.4, -0.1], [-0.2, -0.1, -0.3], [0.5, 0.0, 0.3], [0.1, 0.2, 0.2], [0.2, 0.0, 0.1], [0.0, 0.0, 0.0], [0.1, -0.4, 0.1], [-0.5, -0.1, 0.3], [-0.3, 0.1, -0.3], [-0.3, 0.1, 0.5], [-0.2, 0.2, 0.2], [-0.1, 0.4, -0.5], [0.0, -0.5, 0.2], [0.0, 0.1, -0.1], [-0.1, 0.2, 0.7], [0.1, -0.6, -0.7], [0.0, 0.3, -0.2], [-0.2, 0.0, -0.6], [0.4, -0.1, -0.4], [0.1, -0.2, -0.1], [-0.1, -0.1, -0.3], [-0.6, -0.3, -0.5], [0.1, 0.0, -0.2], [-0.3, 0.0, -0.1], [0.1, 0.1, 0.1], [0.2, -0.3, 0.1], [-0.5, -0.2, 0.0], [0.2, 0.0, 0.0], [0.3, -0.4, -0.2], [0.5, 0.2, -0.4], [0.3, 0.4, 0.1], [0.1, 0.1, 0.0], [-0.1, 0.0, -0.1], [0.2, -0.2, -0.1], [0.1, 0.0, -0.3], [0.0, -0.3, 0.0], [0.0, 0.0, -0.4], [0.2, 0.0, 0.2], [-0.4, 0.0, -0.3], [0.3, -0.8, -0.1], [0.2, -0.5, 0.0]], "lowdin_charge": [1.639, 0.777, -0.389, -0.209, -0.247, -0.209, -0.258, -0.229, -0.201, -0.198, -0.197, -0.188, -0.257, -0.368, -0.187, -0.043, 0.026, -0.008, 0.063, 0.025, 0.026, 0.043, -0.108, -0.413, -0.237, -0.229, -0.396, -0.037, -0.408, -0.049, -0.434, -0.182, -0.228, -0.463, -0.210, -0.404, -0.089, -0.080, -0.085, -0.043, -0.038, -0.122, -0.108, -0.104, -0.203, -0.059, -0.125, -0.436, -0.080, -0.060, 0.082, 0.088, 0.075, 0.137, 0.113, 0.088, 0.141, 0.070, 0.129, 0.099, 0.139, 0.117, 0.133, 0.061, 0.079, 0.099, 0.057, 0.086, 0.144, 0.056, 0.144, 0.043, 0.088, 0.060, 0.035, 0.090, 0.089, 0.078, 0.123, 0.097, 0.087, 0.083, 0.087, 0.074, 0.117, 0.078, 0.103, 0.083, 0.073, 0.047, 0.080, 0.083, 0.078, 0.020, 0.073, 0.136, 0.126, 0.125, 0.064, 0.080, 0.140, 0.093, 0.095, 0.079, 0.041, 0.087, 0.069, 0.090, 0.080, 0.126, 0.148, 0.077, 0.079, 0.085, 0.137, 0.104, 0.081, 0.119, 0.067, 0.099, 0.092, 0.105, 0.081, 0.090, 0.131, 0.023, 0.063], "lumo_ev": -3.9, "homo_ev": -10.34, "total_charge": 1, "homo_lumo_gap_ha": 0.235}